(1)
Below is a 7-piece molecular cluster, C28H48F10NO11PS3 overall in a non-equilibrium geometry, with properties calculated with ωB97M-V with the def2-TZVPD basis set.

**SMILES**: N#CO[C@@]1(CCC(F)(F)C(F)(F)S(F)(F)(F)(F)F)OS(=O)(=O)O[C@]1(CCCF)[PH2]=S.CC(C)=O.CC(C)=O.CC(C)=O.CC(C)=O.CC(C)=O.CC(C)=O
**Gap between HOMO and LUMO**: 8.76 eV

ORCA input file:
```
! RIJCOSX wB97M-V def2-TZVPD def2/J DEFGRID3
* xyz 0 1
N 1.6190 4.7186 0.2002
C 1.6699 5.1906 -0.8180
O 1.6737 5.5286 -2.0792
C 1.2618 4.4614 -2.9500
C -0.3179 4.4893 -2.9709
C -1.0511 3.1233 -2.8509
C -2.4056 3.1842 -2.0696
F -2.6351 1.9251 -1.6233
F -2.1230 3.9117 -0.9183
C -3.5602 3.9230 -2.8267
F -3.8300 5.0613 -2.1641
F -3.1278 4.3557 -4.0266
S -5.1926 3.0285 -3.0920
F -4.4812 1.6918 -3.6022
F -5.3011 2.5552 -1.5754
F -6.0075 4.3752 -2.7054
F -5.2242 3.5296 -4.6378
F -6.6074 2.3197 -3.3704
O 1.5978 5.0320 -4.2466
S 1.4595 3.7894 -5.3339
O 2.6075 3.9083 -6.1734
O 0.2791 3.8158 -6.1341
O 1.5490 2.5642 -4.2439
C 2.0308 3.1287 -2.9944
C 3.6078 3.1359 -3.2765
C 4.3515 4.4595 -2.9245
C 5.8399 4.3886 -3.3791
F 5.9504 5.0154 -4.6320
P 1.9732 1.9505 -1.4905
S 1.5650 0.1751 -2.1765
H -0.6258 5.2516 -2.2240
H -0.6324 4.9340 -3.9362
H -0.4903 2.2910 -2.3898
H -1.2924 2.7830 -3.8827
H 3.8428 2.8689 -4.3249
H 4.0935 2.3372 -2.6705
H 3.9229 5.3718 -3.3715
H 4.3810 4.5561 -1.8131
H 6.2411 3.3577 -3.4014
H 6.4644 5.0024 -2.6961
H 0.8680 2.3993 -0.7233
H 3.1788 2.0188 -0.7519
C 0.0021 0.0467 -7.2892
C 0.0422 -0.5681 -5.9116
C -0.3416 -2.0226 -5.7930
O 0.3688 0.0779 -4.9410
H 0.3002 1.0930 -7.2275
H 0.6940 -0.4771 -7.9513
H -1.0114 -0.0058 -7.6913
H 0.3354 -2.6366 -6.3898
H -1.3701 -2.1653 -6.1298
H -0.2678 -2.3311 -4.7506
C -4.5062 4.5879 0.7701
C -4.2812 4.8240 2.2427
C -4.8365 3.7972 3.1988
O -3.6805 5.7964 2.6406
H -4.0566 5.3991 0.2035
H -4.0409 3.6496 0.4706
H -5.5770 4.5613 0.5569
H -4.3854 2.8228 3.0026
H -5.9209 3.7354 3.0908
H -4.6024 4.0922 4.2209
C 1.5175 -3.9230 -1.3968
C 1.7265 -3.6602 0.0753
C 1.1420 -4.6581 1.0424
O 2.3383 -2.6889 0.4611
H 1.9892 -3.1282 -1.9745
H 1.9739 -4.8761 -1.6715
H 0.4500 -3.9373 -1.6251
H 1.5788 -5.6406 0.8744
H 0.0577 -4.7041 0.9208
H 1.3663 -4.3471 2.0594
C 0.0213 -8.5038 0.5179
C 0.2290 -8.2486 1.9906
C -0.3605 -9.2479 2.9535
O 0.8436 -7.2812 2.3833
H 0.4958 -7.7098 -0.0577
H 0.4722 -9.4574 0.2380
H -1.0457 -8.5137 0.2885
H 0.0739 -10.2339 2.7794
H -1.4441 -9.2901 2.8299
H -0.1360 -8.9415 3.9745
C 1.5095 -5.3040 4.6568
C 1.7029 -4.7929 6.0618
C 1.9646 -3.3178 6.2295
O 1.6500 -5.5366 7.0179
H 1.3305 -6.3759 4.6826
H 0.6474 -4.8162 4.1997
H 2.4065 -5.1133 4.0651
H 1.1217 -2.7440 5.8406
H 2.8818 -3.0398 5.7064
H 2.0830 -3.0911 7.2886
C -0.1903 -0.0139 9.4533
C -0.3001 -1.4110 8.8942
C 0.2058 -2.5417 9.7554
O -0.7743 -1.6165 7.7996
H -0.5901 0.6965 8.7308
H -0.7656 0.0638 10.3776
H 0.8564 0.2301 9.6434
H -0.3523 -2.5744 10.6929
H 1.2700 -2.4081 9.9589
H 0.0660 -3.4865 9.2308
*
```


(2)
Below is C28H49BMnN7O as an isolated structure, with properties calculated with ωB97M-V with the def2-TZVPD basis set.

**Energy above the lowest of the compared OMol25 structures with the same formula, charge and spin**: 2.6 kcal per mole
**<S²>**: 0.79
**Gap between HOMO and LUMO (spin up / spin down)**: 9.47 / 8.91 eV

ORCA input file:
```
! RIJCOSX wB97M-V def2-TZVPD def2/J DEFGRID3
* xyz 1 2
Mn 0.0300 0.1672 0.6009
C -2.4081 0.5318 -4.1382
C -2.3771 0.2586 -2.6735
C -3.3665 -0.2371 -1.8420
C -2.8130 -0.2496 -0.5555
N -1.5570 0.1881 -0.6232
N -1.2961 0.5096 -1.9160
B 0.0460 1.2375 -2.2012
N 0.1942 2.3784 -1.1698
N 0.1919 2.1265 0.1712
C 0.2630 3.2920 0.7994
C 0.3164 4.3264 -0.1455
C 0.2674 3.7095 -1.3774
C 0.2891 4.3185 -2.7378
C 0.2659 3.4250 2.3016
C -1.0195 4.1434 2.7331
C 1.4850 4.2512 2.7287
C 0.3347 2.0587 2.9824
N 1.2046 0.2223 -1.9883
N 1.5319 -0.0971 -0.7086
C 2.6539 -0.8149 -0.7412
C 3.0391 -0.9930 -2.0760
C 2.1012 -0.3140 -2.8340
C 2.0138 -0.1397 -4.3114
C 3.4083 -1.2204 0.5021
C 3.3731 -2.7444 0.6676
C 2.8380 -0.5246 1.7371
C 4.8654 -0.7628 0.3342
C -3.4838 -0.6077 0.7478
C -4.8946 -0.0037 0.7475
C -2.7118 -0.0143 1.9274
C -3.5863 -2.1316 0.8853
H -3.3370 0.1602 -4.5651
H -1.5764 0.0489 -4.6513
H -2.3438 1.6017 -4.3396
H -4.3671 -0.5105 -2.1310
H 0.0620 1.6611 -3.3144
H 0.3841 5.3849 0.0389
H 0.3638 5.4002 -2.6514
H -0.6179 4.0811 -3.2941
H 1.1394 3.9613 -3.3189
H -1.0898 5.1299 2.2746
H -1.0349 4.2695 3.8171
H -1.9045 3.5747 2.4393
H 1.4492 5.2550 2.3054
H 2.4118 3.7783 2.3992
H 1.5124 4.3457 3.8158
H -0.4671 1.3894 2.6440
H 0.1911 2.1690 4.0584
H 1.3012 1.5769 2.8301
H 3.9120 -1.5030 -2.4475
H 2.8641 -0.6180 -4.7924
H 2.0122 0.9151 -4.5856
H 1.1017 -0.5868 -4.7090
H 2.3533 -3.1007 0.8300
H 3.9797 -3.0478 1.5228
H 3.7681 -3.2420 -0.2193
H 1.8062 -0.8218 1.9464
H 2.9085 0.5584 1.6198
H 3.4136 -0.7989 2.6231
H 5.3500 -1.2798 -0.4947
H 5.4316 -0.9766 1.2423
H 4.9158 0.3093 0.1394
H -4.8605 1.0712 0.5653
H -5.3763 -0.1768 1.7111
H -5.5178 -0.4573 -0.0240
H -2.6329 1.0705 1.8283
H -1.7208 -0.4686 2.0407
H -3.2305 -0.2236 2.8650
H -4.0937 -2.5657 0.0228
H -4.1529 -2.3951 1.7805
H -2.5962 -2.5851 0.9658
C -0.2269 -5.2881 0.3675
N -0.1613 -4.0147 1.0784
C -0.0859 -4.0634 2.5344
C -0.1696 -2.8537 0.4287
C -0.2833 -2.8761 -1.0664
O -0.1070 -1.7753 1.0662
H -0.1761 -6.0884 1.0999
H 0.6120 -5.4023 -0.3187
H -1.1606 -5.3879 -0.1860
H -0.8914 -4.6894 2.9172
H -0.1842 -3.0629 2.9391
H 0.8703 -4.4865 2.8476
H -1.2315 -3.3287 -1.3647
H 0.5223 -3.4640 -1.5087
H -0.2373 -1.8628 -1.4488
*
```


(3)
Below is C28H49BN8OSSbSe4W as an isolated structure in a non-equilibrium geometry, with properties calculated with ωB97M-V with the def2-TZVPD basis set.

**Energy above the lowest of the compared OMol25 structures with the same formula, charge and spin**: 0.0 kcal per mole
**Gap between HOMO and LUMO (spin up / spin down)**: 5.37 / 5.37 eV

ORCA input file:
```
! RIJCOSX wB97M-V def2-TZVPD def2/J DEFGRID3
* xyz -1 1
W 0.0553 -0.0377 1.1276
C -1.4998 1.7030 -3.9784
C -1.6558 1.6325 -2.4977
C -2.5505 2.3039 -1.7095
C -2.3268 1.8828 -0.3934
N -1.2951 1.0124 -0.3952
N -0.9210 0.8447 -1.7013
B -0.0884 -0.3707 -2.1759
N -0.5955 -1.6842 -1.5750
N 0.3024 -2.6027 -1.0975
C -0.4073 -3.6894 -0.8424
C -1.7715 -3.4956 -1.1576
C -1.8437 -2.2100 -1.6311
C -3.0248 -1.4414 -2.1189
C 0.2282 -4.9289 -0.2622
C -0.3705 -5.1955 1.1240
C -0.0845 -6.1244 -1.1721
C 1.7381 -4.7458 -0.1443
N 1.3563 -0.1644 -1.7367
N 1.6925 0.0328 -0.4352
C 3.0434 0.1486 -0.3980
C 3.5319 0.0046 -1.6952
C 2.4382 -0.2031 -2.5087
C 2.4082 -0.4575 -3.9774
C 3.9982 0.3237 0.7785
C 4.4966 -1.0651 1.2078
C 3.4275 1.0706 1.9750
C 5.2097 1.1406 0.2954
C -3.3287 2.3182 0.6797
C -3.5688 3.8316 0.5330
C -2.9999 2.0827 2.1475
C -4.6245 1.5487 0.3656
H -2.1637 2.4744 -4.3669
H -1.7508 0.7560 -4.4550
H -0.4758 1.9529 -4.2571
H -3.3041 2.9870 -2.0579
H -0.1242 -0.3626 -3.3759
H -2.5947 -4.1859 -1.0399
H -3.9215 -2.0487 -2.0164
H -2.9062 -1.1438 -3.1655
H -3.1796 -0.5361 -1.5271
H -1.4513 -5.3341 1.0570
H -0.1740 -4.3598 1.7991
H 0.0618 -6.1008 1.5598
H -1.1601 -6.2944 -1.2384
H 0.3770 -7.0320 -0.7727
H 0.3016 -5.9528 -2.1796
H 1.9841 -3.8782 0.4709
H 2.1849 -4.5818 -1.1270
H 2.1826 -5.6412 0.2987
H 4.5561 0.0414 -2.0174
H 3.4273 -0.4475 -4.3610
H 1.8281 0.2990 -4.5052
H 1.9621 -1.4286 -4.1924
H 3.6715 -1.6906 1.5392
H 5.2215 -0.9641 2.0203
H 4.9862 -1.5629 0.3681
H 2.6796 0.4988 2.5106
H 2.9807 2.0160 1.6605
H 4.2379 1.2842 2.6774
H 5.7953 0.6167 -0.4596
H 5.8690 1.3222 1.1465
H 4.8969 2.1045 -0.1099
H -2.6377 4.3836 0.6871
H -4.2877 4.1508 1.2911
H -3.9746 4.1075 -0.4388
H -2.1535 2.6850 2.4676
H -2.7932 1.0402 2.3740
H -3.8741 2.3883 2.7275
H -4.9688 1.7441 -0.6515
H -5.4110 1.8522 1.0606
H -4.4789 0.4719 0.4788
Se -5.2958 -2.4708 0.7546
Sb -4.7841 -4.6166 1.7067
Se -1.6610 -1.4030 1.5171
Se 0.0595 1.2723 3.0037
Se -4.5853 -6.2980 -0.0016
S 0.9202 3.2666 -0.2700
C 0.7846 4.4420 0.8843
N 1.2681 4.3848 2.1530
C 0.6848 5.4430 2.9678
C 0.3739 6.4915 1.8974
N 0.1242 5.6297 0.7508
H 1.4140 3.4569 2.5328
H 1.3811 5.8002 3.7237
H -0.2348 5.1052 3.4568
H 1.2336 7.1491 1.7298
H -0.4956 7.0975 2.1458
H -0.0169 5.9829 -0.1797
C 1.2911 -1.9969 2.9900
O 1.3430 -1.2879 1.7899
H 0.3123 -2.4830 3.0996
H 1.4168 -1.3060 3.8374
H 2.0780 -2.7555 3.0002
*
```


(4)
Below is C28H49Cl4FMgN2O11PS as an isolated structure in a non-equilibrium geometry, with properties calculated with ωB97M-V with the def2-TZVPD basis set.

**Energy above the lowest of the compared OMol25 structures with the same formula, charge and spin**: 0.0 kcal per mole
**Gap between HOMO and LUMO**: 1.30 eV

ORCA input file:
```
! RIJCOSX wB97M-V def2-TZVPD def2/J DEFGRID3
* xyz 1 1
C 0.2313 -1.4415 0.7776
C 0.8636 -0.2997 -0.0950
O 0.9002 0.8683 0.7347
P 0.8630 2.2916 -0.0757
O 2.2318 2.7397 -0.4089
C 0.1693 3.5254 1.1197
C -1.0926 4.2909 0.5949
C -2.4542 3.8277 1.2671
C -3.3511 3.2823 0.1421
C -3.3038 2.0397 -0.3283
C -2.3756 0.9823 0.2450
O -3.2083 0.0740 1.0089
O -3.0071 0.3051 2.3680
C -4.2395 1.6832 -1.4814
O -3.9248 0.9895 -2.3898
C -5.6431 2.2885 -1.3529
S -7.0234 1.2802 -1.8810
C -5.7120 3.5184 -0.8543
C -7.0519 4.2032 -0.6303
C -7.9382 3.4638 0.4470
C -7.1154 2.8309 1.6128
C -6.9411 1.2968 1.5436
O -8.1448 0.6463 1.1372
C -4.3876 4.2024 -0.5190
O -4.1695 5.3326 -0.7765
O -0.0112 2.2589 -1.4500
C 0.7393 1.8748 -2.6180
C -0.1623 1.0219 -3.5518
H 0.2779 -1.2035 1.8497
H 0.7589 -2.3771 0.5443
H -0.8210 -1.5846 0.4849
H 0.2238 -0.2181 -0.9853
H 1.8679 -0.6643 -0.3883
H -0.0588 2.9947 2.0639
H 0.9870 4.2166 1.3700
H -1.1607 4.2501 -0.4986
H -0.9639 5.3392 0.9139
H -2.9110 4.6848 1.7783
H -2.2923 3.0185 1.9952
H -1.9488 0.4028 -0.5868
H -1.6381 1.3775 0.9498
H -3.5346 1.0837 2.6253
H -6.9256 1.1624 -3.2332
H -7.6625 4.2746 -1.5464
H -6.9024 5.2444 -0.2931
H -8.6189 4.2043 0.8969
H -8.5650 2.7301 -0.0770
H -6.1299 3.3024 1.7751
H -7.6911 3.0203 2.5386
H -6.7461 0.9630 2.5872
H -6.0670 0.9629 0.9545
H -7.9201 -0.2725 0.9387
H 1.5750 1.2138 -2.3281
H 1.1668 2.7185 -3.1747
H 0.4523 0.3905 -4.2198
H -0.7879 0.3164 -2.9793
H -0.7704 1.6801 -4.1882
C 9.1136 -1.9833 -1.7378
C 8.4348 -2.5490 -0.4940
C 7.5358 -3.7655 -0.7569
C 6.4919 -3.6805 -1.8515
N 5.1913 -3.0026 -1.5252
C 4.4031 -3.7413 -0.4602
C 4.7260 -3.0503 0.8544
C 5.0771 -1.6078 0.4881
C 5.3087 -1.5725 -1.0212
C 4.3968 -3.0001 -2.8038
H 8.3939 -1.5311 -2.4179
H 9.8267 -1.2064 -1.4594
H 9.6594 -2.7624 -2.2843
H 7.8900 -1.7568 0.0181
H 9.2262 -2.8688 0.2211
H 7.0930 -4.1034 0.1808
H 8.2116 -4.5933 -1.0617
H 6.2104 -4.7053 -2.1315
H 6.8909 -3.1992 -2.7465
H 3.3448 -3.6260 -0.6936
H 4.6803 -4.8323 -0.4983
H 5.5632 -3.5316 1.3631
H 3.8849 -3.1028 1.5445
H 5.9527 -1.2653 1.0423
H 4.2646 -0.9320 0.7556
H 6.2646 -1.1519 -1.3263
H 4.5233 -0.9866 -1.4955
H 4.2716 -4.0335 -3.1242
H 4.9422 -2.4222 -3.5484
H 3.4294 -2.5431 -2.6115
N -0.9274 -4.5871 2.3171
O -1.7310 -5.5028 2.4461
O -0.4417 -4.3456 1.2091
O -0.6011 -3.9079 3.2882
Mg 10.2919 -4.5378 -0.0301
F 5.0829 -5.9402 -1.4872
C -5.7630 -0.1398 5.4975
Cl -4.9946 -1.3546 4.4703
Cl -7.4886 -0.0489 5.1195
Cl -5.5534 -0.5795 7.1969
Cl -5.0117 1.4424 5.2010
*
```


(5)
Below is a 4-piece molecular cluster, C28H50ClF3O3 overall in a non-equilibrium geometry, with properties calculated with ωB97M-V with the def2-TZVPD basis set.

**SMILES**: O=C1C=CC(=O)C(CCOCC(F)(F)F)=C1Cl.CCCCCC.CCCCCC.CCCCCC
**Gap between HOMO and LUMO**: 7.97 eV

ORCA input file:
```
! RIJCOSX wB97M-V def2-TZVPD def2/J DEFGRID3
* xyz 0 1
O -6.3940 3.3135 5.2676
C -5.3944 2.8716 4.5015
C -5.6283 1.8085 3.2318
C -4.9150 2.0857 1.9220
C -3.9196 3.4293 1.9407
O -3.7532 4.2473 0.8986
C -3.0925 3.6429 3.3781
C -1.5233 4.0991 3.2491
C -0.6621 2.6877 2.9961
O 0.2570 2.4264 4.1145
C 1.6223 2.6137 3.6000
C 2.1180 1.3110 2.6890
F 3.5933 1.1833 2.9712
F 1.3802 0.0489 3.0488
F 2.0325 1.5957 1.2085
C -3.8083 3.3693 4.6881
Cl -2.9433 3.5424 6.3185
H -6.3231 0.8654 3.3263
H -5.0107 1.4189 0.9649
H -1.3809 4.8626 2.3727
H -1.1675 4.5986 4.2477
H -1.4397 1.7851 2.9862
H -0.1605 2.7401 1.9401
H 1.6086 3.5788 2.8991
H 2.3547 2.8014 4.4934
C -1.2704 -2.0778 2.5499
C -1.8632 -3.4600 2.3238
C -1.0059 -4.5865 2.9058
C 0.3942 -4.7232 2.2981
C 0.4317 -4.9397 0.7834
C -0.2474 -6.2287 0.3454
H -0.3008 -1.9681 2.0554
H -1.9375 -1.3111 2.1444
H -1.1377 -1.8814 3.6186
H -2.0299 -3.6179 1.2531
H -2.8524 -3.4959 2.7967
H -1.5473 -5.5339 2.7927
H -0.8995 -4.4296 3.9874
H 0.9024 -5.5627 2.7899
H 0.9873 -3.8317 2.5392
H 1.4795 -4.9713 0.4621
H -0.0228 -4.0898 0.2624
H 0.2235 -7.0959 0.8186
H -0.1631 -6.3478 -0.7401
H -1.3104 -6.2315 0.5974
C -2.7737 -4.6387 -2.2391
C -1.8511 -3.5455 -2.7556
C -2.0177 -3.2730 -4.2525
C -1.6825 -4.4516 -5.1729
C -0.2657 -5.0124 -5.0281
C 0.8170 -4.0016 -5.3755
H -2.5680 -5.6006 -2.7175
H -2.6366 -4.7689 -1.1613
H -3.8221 -4.3802 -2.4189
H -0.8117 -3.8023 -2.5251
H -2.0671 -2.6201 -2.2074
H -1.3971 -2.4100 -4.5234
H -3.0550 -2.9683 -4.4449
H -1.8335 -4.1308 -6.2116
H -2.4000 -5.2648 -5.0034
H -0.1633 -5.8761 -5.6957
H -0.1037 -5.3895 -4.0123
H 0.7015 -3.6471 -6.4044
H 1.8057 -4.4643 -5.2857
H 0.7934 -3.1379 -4.7069
C 1.6621 4.9008 -1.0171
C 2.8576 4.0555 -1.4287
C 4.1563 4.4671 -0.7312
C 4.6375 5.8905 -1.0328
C 4.8673 6.2035 -2.5133
C 5.9526 5.3453 -3.1457
H 1.7979 5.9518 -1.2883
H 0.7577 4.5435 -1.5188
H 1.4969 4.8409 0.0633
H 2.9772 4.0928 -2.5167
H 2.6456 3.0083 -1.1794
H 4.9421 3.7510 -1.0012
H 4.0227 4.3702 0.3544
H 5.5727 6.0611 -0.4841
H 3.9176 6.6142 -0.6295
H 5.1580 7.2567 -2.6054
H 3.9353 6.0925 -3.0786
H 6.9056 5.4780 -2.6244
H 6.0965 5.6326 -4.1928
H 5.6920 4.2845 -3.1261
*
```


Values for total energy, eV, ordered as above
-122789.8021; -74305.4292; -325067.8016; -133687.7493; -56655.5135